{
  "formula": "C5H7NO",
  "method": "ωB97M-V with the def2-TZVPD basis set",
  "smiles": "CC(=O)[C@@H](C)C#N",
  "total_energy_ev": -8835.66304,
  "de_lowest_ev": 0.540,
  "e_homo_ev": -10.323,
  "total_charge": 0,
  "species": ["C", "C", "O", "C", "C", "C", "N", "H", "H", "H", "H", "H", "H", "H"],
  "xyz": [[2.00336, -0.20411, -0.47340], [0.76059, -0.30521, 0.37209], [0.75889, -0.72893, 1.50184], [-0.56447, 0.16251, -0.28199], [-1.74547, -0.68726, 0.19652], [-0.74380, 1.58018, 0.06246], [-0.87014, 2.69382, 0.35033], [2.88150, -0.43286, 0.13209], [2.09714, 0.79420, -0.91441], [1.93500, -0.92153, -1.30041], [-0.46639, 0.10862, -1.37358], [-1.74297, -0.73560, 1.28716], [-2.69433, -0.26912, -0.14818], [-1.64753, -1.70406, -0.19546]]
}